Entry 1:
This record from the OMol25 dataset describes the molecule C5H11NOS. The level of theory is ωB97M-V/def2-TZVPD.

Properties
Relative energy (zero: lowest compared OMol25 entry of this formula, charge and spin) ... 121.1 kcal/mol
Electronic energy ... -19731.8444 eV
LUMO energy (alpha / beta) ... 0.0 / 0.6 eV
Frontier orbital gap (alpha / beta) ... 7.96 / 8.18 eV

```
19
C5H11NOS (ωB97M-V/def2-TZVPD)
C 0.130 -0.176 0.215
C 2.115 1.117 -0.527
C -1.504 -1.676 1.667
C -1.471 1.649 -1.294
C 1.392 -0.238 -0.539
N -0.206 -1.545 0.987
O 0.477 -2.584 0.817
S -0.816 1.226 0.440
H 2.601 1.274 0.461
H 1.406 1.909 -0.887
H 3.001 0.932 -1.117
H -2.225 -2.183 1.028
H -1.326 -2.461 2.472
H -2.013 -0.790 2.193
H -2.429 1.986 -0.915
H -1.640 0.779 -1.830
H -0.841 2.389 -1.694
H 2.022 -0.942 0.095
H 1.329 -0.666 -1.572
```

Atomic partial charges in e from the natural (NBO) method, atoms 1 to 2:
1. C -0.06
2. C -0.61

---

Entry 2:
This record from the OMol25 dataset describes C27H14AlF5N3O7 as an isolated structure. The level of theory is ωB97M-V/def2-TZVPD.

Properties
Relative energy (zero: lowest compared OMol25 entry of this formula, charge and spin) ... 6.8 kcal/mol
Electronic energy ... -67218.7236 eV
LUMO energy ... 2.0 eV
Total charge ... -1
Frontier orbital gap ... 7.66 eV

```
57
C27H14AlF5N3O7 (ωB97M-V/def2-TZVPD)
Al 0.348 -0.103 0.408
O 2.121 0.131 0.463
C 3.143 -0.512 -0.042
C 4.373 0.153 -0.189
C 5.473 -0.494 -0.712
C 5.402 -1.835 -1.100
C 4.204 -2.503 -0.958
C 3.070 -1.868 -0.442
C 1.848 -2.625 -0.274
N 0.758 -2.089 0.117
N -0.309 -2.939 0.407
C -1.226 -2.211 0.979
O -1.109 -0.928 1.170
C -2.450 -2.878 1.489
C -2.941 -4.037 0.898
C -4.066 -4.658 1.420
C -4.698 -4.132 2.540
C -4.208 -2.975 3.133
C -3.090 -2.344 2.604
H 4.422 1.194 0.107
H 6.405 0.049 -0.827
H 6.272 -2.342 -1.499
H 4.122 -3.543 -1.260
H 1.863 -3.700 -0.449
H -2.429 -4.440 0.032
H -4.456 -5.553 0.951
H -5.577 -4.621 2.946
H -4.699 -2.563 4.005
H -2.696 -1.437 3.046
O 1.277 -1.413 -3.086
C 1.508 -0.343 -3.593
C 0.776 0.916 -3.358
C 0.891 1.882 -4.344
C 0.159 3.047 -4.285
C -0.710 3.280 -3.216
C -0.815 2.350 -2.215
C -0.062 1.150 -2.230
O -0.155 0.337 -1.234
N 0.287 4.033 -5.347
O 1.021 3.778 -6.292
O -0.349 5.071 -5.254
H 2.358 -0.237 -4.303
H 1.553 1.718 -5.186
H -1.275 4.201 -3.189
H -1.461 2.518 -1.363
F -2.512 4.180 5.280
C -1.887 3.500 4.305
C -1.413 2.224 4.533
F -1.578 1.664 5.738
C -0.771 1.527 3.530
F -0.313 0.295 3.801
C -0.574 2.058 2.247
O 0.023 1.412 1.300
C -1.065 3.357 2.060
F -0.918 3.937 0.861
C -1.705 4.062 3.058
F -2.158 5.298 2.820
```

Atomic partial charges in e from the natural (NBO) method, atoms 1 to 2:
1. Al 1.99
2. O -0.84

---

Entry 3:
This record from the OMol25 dataset describes a 10-piece molecular cluster, C45H107FNO11 overall. The level of theory is ωB97M-V/def2-TZVPD.

Properties
Expectation value of S² ... 0.755
Electronic energy ... -75119.7179 eV
LUMO energy (alpha / beta) ... 0.5 / 0.2 eV
Frontier orbital gap (alpha / beta) ... 8.95 / 9.67 eV
2S+1 ... 2

```
165
C45H107FNO11 (ωB97M-V/def2-TZVPD)
C 2.182 -3.498 -3.111
C 0.911 -2.647 -3.742
C 0.025 -1.830 -2.635
F 0.242 -2.233 -1.227
C 0.209 -0.168 -2.727
C 1.764 0.118 -2.334
C 2.569 1.192 -3.260
C 3.370 0.342 -4.423
C 5.003 0.486 -4.342
C 5.667 0.052 -2.908
O 5.078 -1.148 -2.288
C 4.918 -0.969 -0.829
C -0.266 0.251 -4.223
C -1.117 1.620 -4.394
C -0.235 2.739 -5.275
C -2.380 1.248 -5.434
N -1.754 2.228 -3.198
O -3.092 2.114 -3.150
C -1.099 1.983 -1.879
C -2.247 2.411 -0.733
C 0.177 3.009 -1.537
C -0.729 0.427 -1.524
H 2.047 -4.663 -3.180
H 3.117 -3.243 -3.807
H 2.502 -3.126 -2.029
H 1.313 -2.009 -4.637
H 0.190 -3.466 -4.223
H -1.119 -2.064 -2.883
H 1.762 0.561 -1.225
H 2.448 -0.854 -2.263
H 3.419 1.668 -2.570
H 1.944 2.093 -3.664
H 3.115 -0.800 -4.419
H 3.026 0.773 -5.460
H 5.516 -0.158 -5.175
H 5.256 1.618 -4.539
H 5.603 0.994 -2.185
H 6.830 -0.155 -3.074
H 5.928 -1.095 -0.233
H 4.378 0.068 -0.617
H 4.173 -1.823 -0.460
H -0.957 -0.642 -4.615
H 0.620 0.289 -5.024
H 0.230 3.581 -4.611
H 0.543 2.239 -5.995
H -1.022 3.287 -5.986
H -3.019 0.341 -5.062
H -2.993 2.191 -5.755
H -1.829 0.869 -6.424
H -2.671 3.494 -0.927
H -3.068 1.589 -0.594
H -1.641 2.458 0.286
H 0.938 2.524 -0.757
H -0.274 3.953 -0.961
H 0.695 3.436 -2.492
H -1.755 -0.183 -1.555
H -0.289 0.250 -0.451
C -5.369 5.173 0.453
C -4.962 4.255 1.594
C -5.703 2.929 1.529
O -5.244 4.893 2.837
H -6.439 5.404 0.498
H -4.837 6.128 0.519
H -5.150 4.717 -0.518
H -3.882 4.075 1.555
H -6.785 3.080 1.612
H -5.410 2.283 2.363
H -5.494 2.405 0.591
H -6.201 5.056 2.880
C -5.092 1.238 6.678
C -5.590 2.087 5.519
C -6.709 3.020 5.956
O -6.065 1.235 4.480
H -5.895 0.608 7.076
H -4.296 0.563 6.346
H -4.705 1.864 7.488
H -4.761 2.673 5.109
H -7.569 2.452 6.328
H -7.066 3.615 5.109
H -6.371 3.699 6.744
H -6.802 0.710 4.835
C 4.599 -6.329 0.729
C 3.571 -5.337 0.209
C 2.392 -5.212 1.161
O 3.104 -5.766 -1.067
H 4.163 -7.330 0.829
H 5.436 -6.419 0.028
H 4.990 -6.019 1.703
H 4.041 -4.357 0.074
H 1.878 -6.172 1.276
H 1.654 -4.504 0.768
H 2.716 -4.868 2.148
H 2.686 -6.636 -0.957
C -2.020 -2.125 5.843
C -1.868 -1.668 7.285
C -0.616 -2.249 7.922
O -3.011 -2.075 8.032
H -2.110 -3.216 5.785
H -2.931 -1.709 5.401
H -1.163 -1.813 5.238
H -1.826 -0.574 7.321
H -0.657 -3.344 7.938
H -0.527 -1.921 8.964
H 0.283 -1.941 7.379
H -3.057 -3.045 8.005
C -1.957 1.392 9.030
C -0.668 1.980 9.582
C -0.598 3.480 9.347
O 0.445 1.350 8.954
H -2.027 1.548 7.948
H -1.989 0.310 9.196
H -2.833 1.845 9.505
H -0.599 1.773 10.656
H -0.619 3.710 8.275
H 0.341 3.888 9.738
H -1.433 3.996 9.831
H 0.392 1.529 8.001
C 0.481 -0.476 -8.061
C 0.060 -1.871 -7.627
C 0.237 -2.878 -8.753
O -1.307 -1.849 -7.224
H -0.130 -0.125 -8.900
H 0.337 0.240 -7.244
H 1.533 -0.456 -8.362
H 0.653 -2.182 -6.760
H -0.383 -2.612 -9.617
H -0.081 -3.875 -8.431
H 1.282 -2.930 -9.075
H -1.840 -1.574 -7.988
C 4.328 -7.242 4.855
C 3.837 -8.226 3.806
C 3.567 -9.594 4.413
O 4.817 -8.350 2.779
H 5.269 -7.583 5.303
H 4.530 -6.265 4.402
H 3.589 -7.112 5.652
H 2.922 -7.843 3.341
H 4.480 -10.018 4.844
H 3.226 -10.295 3.643
H 2.805 -9.535 5.196
H 5.633 -8.690 3.182
C 3.594 1.093 -9.858
C 3.564 -0.202 -10.654
C 4.726 -0.278 -11.633
O 2.336 -0.287 -11.372
H 3.510 1.962 -10.520
H 2.745 1.139 -9.167
H 4.520 1.181 -9.282
H 3.604 -1.056 -9.969
H 4.682 0.543 -12.358
H 4.684 -1.209 -12.207
H 5.686 -0.231 -11.110
H 2.292 0.468 -11.983
C -1.647 6.929 5.139
C -2.675 7.922 4.619
C -3.854 8.047 5.570
O -3.142 7.493 3.342
H -2.083 5.929 5.239
H -0.810 6.840 4.438
H -1.257 7.239 6.113
H -2.205 8.902 4.484
H -4.369 7.087 5.686
H -4.592 8.755 5.178
H -3.530 8.391 6.558
H -3.561 6.623 3.453
```

Atomic partial charges in e from the Mulliken method, atoms 1 to 2:
1. C -0.57
2. C 0.95

---

Entry 4:
This record from the OMol25 dataset describes a 6-piece molecular cluster, C32H82N6O10 overall. The level of theory is ωB97M-V/def2-TZVPD.

Properties
Relative energy (zero: lowest compared OMol25 entry of this formula, charge and spin) ... 227.4 kcal/mol
Electronic energy ... -63917.6889 eV
LUMO energy ... 0.3 eV
Frontier orbital gap ... 8.89 eV
SMILES ... COC[C@H](C)N.COC[C@H](C)N.COCCNCCOC.COCCNCCOC.COCCNCCOC.COCCNCCOC

```
130
C32H82N6O10 (ωB97M-V/def2-TZVPD)
C -5.588 -3.638 -0.082
C -6.194 -4.411 -1.363
C -5.289 -4.531 -2.565
O -6.222 -4.837 -3.576
C -5.684 -4.791 -4.895
N -6.613 -5.685 -0.979
H -6.346 -3.054 0.442
H -4.676 -3.071 -0.271
H -5.355 -4.463 0.591
H -7.110 -3.952 -1.737
H -4.437 -5.208 -2.498
H -4.917 -3.518 -2.724
H -5.046 -5.670 -4.990
H -5.189 -3.895 -5.270
H -6.504 -4.922 -5.601
H -5.798 -6.174 -0.639
H -6.790 -6.170 -1.847
C -4.212 1.935 -3.868
C -2.849 2.122 -3.237
C -2.505 3.390 -2.414
O -2.282 4.396 -3.414
C -2.508 5.742 -2.889
N -2.284 0.946 -2.593
H -4.304 1.041 -4.485
H -4.434 2.806 -4.483
H -4.881 1.955 -3.008
H -2.195 2.158 -4.108
H -1.596 3.249 -1.829
H -3.314 3.610 -1.717
H -3.571 5.943 -2.756
H -2.238 6.424 -3.696
H -1.987 5.989 -1.964
H -1.283 0.953 -2.458
H -2.707 0.737 -1.700
C -0.762 -3.221 -7.034
O -0.385 -4.001 -8.233
C 0.626 -4.949 -7.887
C 1.149 -5.925 -8.923
N 0.218 -7.058 -9.086
C 0.640 -8.157 -8.143
C -0.247 -9.415 -8.290
O -1.642 -9.242 -7.868
C -1.800 -9.144 -6.464
H -1.395 -2.415 -7.406
H 0.139 -2.893 -6.515
H -1.251 -3.813 -6.261
H 0.032 -5.572 -7.217
H 1.366 -4.488 -7.233
H 2.092 -6.418 -8.685
H 1.087 -5.303 -9.816
H -0.765 -6.839 -9.013
H 0.625 -7.884 -7.088
H 1.702 -8.344 -8.300
H 0.208 -10.161 -7.639
H -0.215 -9.832 -9.296
H -1.263 -8.323 -5.990
H -1.496 -10.030 -5.906
H -2.864 -9.150 -6.228
C 2.715 8.611 0.031
O 3.499 7.744 -0.822
C 2.921 7.137 -1.988
C 2.662 5.611 -1.989
N 3.840 4.922 -1.490
C 3.595 3.415 -1.401
C 4.408 2.699 -0.323
O 3.942 1.349 -0.448
C 4.613 0.429 0.467
H 3.373 9.021 0.797
H 1.981 7.958 0.504
H 2.104 9.329 -0.515
H 3.766 7.338 -2.646
H 2.116 7.663 -2.502
H 2.404 5.300 -3.001
H 1.776 5.477 -1.368
H 4.003 5.269 -0.555
H 3.950 2.943 -2.317
H 2.556 3.133 -1.233
H 4.312 3.108 0.682
H 5.437 2.731 -0.682
H 5.597 0.034 0.214
H 3.967 -0.433 0.635
H 4.652 0.927 1.436
C 6.043 5.864 10.367
O 4.996 6.377 9.578
C 5.288 6.343 8.172
C 3.957 6.413 7.432
N 3.049 5.287 7.600
C 3.494 4.126 6.851
C 2.765 3.723 5.542
O 2.802 4.785 4.579
C 1.748 4.807 3.649
H 6.245 4.796 10.288
H 5.792 5.919 11.426
H 6.952 6.462 10.314
H 5.955 5.550 7.835
H 5.782 7.303 8.020
H 4.154 6.701 6.400
H 3.409 7.255 7.856
H 2.962 5.178 8.601
H 3.262 3.308 7.533
H 4.575 4.139 6.711
H 1.733 3.600 5.869
H 3.129 2.798 5.094
H 1.651 5.869 3.424
H 0.794 4.466 4.049
H 2.061 4.199 2.800
C 1.364 -2.894 5.596
O 0.381 -3.831 5.761
C -0.500 -3.597 6.862
C -1.850 -3.171 6.395
N -1.759 -1.835 5.840
C -2.853 -1.646 4.812
C -2.684 -0.435 3.853
O -1.853 -0.620 2.693
C -0.519 -1.072 2.915
H 2.025 -2.566 6.398
H 1.030 -2.003 5.064
H 2.034 -3.263 4.819
H -0.060 -2.936 7.609
H -0.644 -4.504 7.449
H -2.600 -3.079 7.181
H -2.198 -3.919 5.682
H -1.762 -1.143 6.576
H -3.819 -1.512 5.298
H -2.874 -2.514 4.153
H -2.497 0.519 4.345
H -3.712 -0.287 3.521
H 0.157 -1.032 2.062
H -0.393 -2.124 3.172
H -0.092 -0.351 3.613
```

Atomic partial charges in e from the Mulliken method, atoms 1 to 2:
1. C -1.19
2. C 0.47

---

Entry 5:
This record from the OMol25 dataset describes a 8-piece molecular cluster, C42H54O6S3 overall. The level of theory is ωB97M-V/def2-TZVPD.

Properties
Relative energy (zero: lowest compared OMol25 entry of this formula, charge and spin) ... 11.2 kcal/mol
Electronic energy ... -89216.9432 eV
LUMO energy ... 0.3 eV
Frontier orbital gap ... 9.43 eV
SMILES ... O=S1(=O)CCCC1.O=S1(=O)CCCC1.O=S1(=O)CCCC1.c1ccccc1.c1ccccc1.c1ccccc1.c1ccccc1.c1ccccc1

```
105
C42H54O6S3 (ωB97M-V/def2-TZVPD)
C 15.218 11.857 11.658
C 15.287 12.854 10.489
C 16.632 13.574 10.642
S 16.828 13.849 12.537
O 16.139 15.015 13.118
O 18.230 13.527 12.884
C 15.867 12.342 12.982
H 15.809 10.959 11.480
H 14.192 11.549 11.863
H 14.433 13.529 10.439
H 15.144 12.304 9.558
H 16.812 14.509 10.111
H 17.442 12.864 10.472
H 15.161 12.574 13.779
H 16.641 11.716 13.427
C 10.053 8.339 14.203
C 9.754 9.682 14.900
C 9.785 10.636 13.739
S 11.406 10.348 12.901
O 12.491 11.037 13.608
O 11.240 10.564 11.438
C 11.353 8.527 13.330
H 9.277 7.891 13.582
H 10.279 7.606 14.978
H 10.473 9.880 15.694
H 8.719 9.700 15.244
H 9.764 11.685 14.035
H 8.913 10.512 13.098
H 12.209 8.166 13.900
H 11.424 8.137 12.314
C 12.433 15.284 11.928
C 11.665 16.621 11.803
C 10.175 16.406 12.056
S 9.849 14.714 11.434
O 9.215 14.971 10.146
O 9.309 13.907 12.494
C 11.622 14.289 11.147
H 12.436 14.914 12.954
H 13.424 15.471 11.514
H 11.840 16.888 10.761
H 12.184 17.461 12.264
H 9.573 17.217 11.646
H 10.069 16.410 13.140
H 11.782 14.523 10.094
H 11.678 13.204 11.228
C 6.753 19.424 11.030
C 6.635 18.262 10.245
C 6.459 17.034 10.923
C 6.294 17.062 12.350
C 6.413 18.186 13.019
C 6.663 19.353 12.412
H 6.894 20.425 10.649
H 6.721 18.357 9.173
H 6.457 16.115 10.356
H 6.077 16.141 12.870
H 6.242 18.070 14.079
H 6.671 20.278 12.969
C 10.936 14.384 6.499
C 10.034 13.980 7.493
C 10.383 12.881 8.192
C 11.624 12.248 8.066
C 12.491 12.673 7.073
C 12.148 13.812 6.337
H 10.618 15.228 5.904
H 9.067 14.435 7.644
H 9.735 12.631 9.019
H 11.920 11.458 8.741
H 13.360 12.065 6.870
H 12.775 14.170 5.534
C 11.309 16.100 15.514
C 9.978 15.733 15.623
C 9.603 14.455 16.080
C 10.558 13.461 16.285
C 11.880 13.796 16.062
C 12.282 15.077 15.662
H 11.639 17.074 15.182
H 9.227 16.488 15.444
H 8.536 14.298 16.140
H 10.354 12.449 16.603
H 12.580 12.989 16.219
H 13.307 15.390 15.531
C 14.644 21.936 14.586
C 15.028 21.937 13.261
C 14.782 20.908 12.377
C 14.061 19.865 12.844
C 13.793 19.721 14.185
C 14.004 20.840 15.028
H 14.822 22.756 15.265
H 15.504 22.819 12.858
H 15.193 20.989 11.382
H 13.854 19.048 12.169
H 13.259 18.840 14.509
H 13.810 20.808 16.090
C 11.562 17.730 7.073
C 10.461 17.660 7.898
C 10.133 18.745 8.759
C 10.846 19.923 8.680
C 12.018 19.955 7.935
C 12.272 18.933 7.043
H 11.987 16.961 6.445
H 9.939 16.714 7.915
H 9.292 18.663 9.432
H 10.576 20.764 9.301
H 12.654 20.821 7.835
H 13.120 19.142 6.408
```

Atomic partial charges in e from the Mulliken method, atoms 1 to 2:
1. C 0.07
2. C 0.35